{"formula": "CH5O2P", "method": "ωB97M-V with the def2-TZVPD basis set", "symbols": ["C", "O", "O", "P", "H", "H", "H", "H", "H"], "coordinates": [[-1.133, 0.970, 0.776], [0.217, -1.240, 0.368], [1.026, -1.589, -0.610], [2.128, -0.549, -1.240], [-1.477, 1.617, 1.549], [-1.862, 0.972, -0.042], [-0.192, 1.178, 0.279], [-1.114, 0.012, 1.358], [2.407, -1.371, -2.436]], "atomic_forces_ev_per_a": [[-0.7701, -1.3416, 0.1824], [1.0732, -0.2576, -0.1920], [-0.3746, -0.8117, -0.7051], [0.1928, 0.0565, -0.4398], [0.1439, 1.4049, 0.1634], [-0.1873, -0.3465, 0.4022], [0.2707, 0.2748, 0.6904], [-0.0198, 0.7086, -1.1764], [-0.3288, 0.3126, 1.0749]], "nbo_charge": [-0.844, -0.203, -0.396, 0.669, 0.208, 0.208, 0.208, 0.224, -0.075], "gap_ev": [8.828, 7.993], "charge": 0}

{"formula": "CH14N2O5", "method": "ωB97M-V with the def2-TZVPD basis set", "symbols": ["N", "C", "N", "H", "H", "H", "H", "H", "H", "O", "H", "H", "O", "H", "H", "O", "H", "H", "O", "H", "H", "O"], "coordinates": [[-2.323, 0.571, 0.321], [-0.984, 0.462, -0.183], [-0.942, -0.875, -0.736], [-2.688, -0.373, 0.460], [-0.850, 1.159, -1.070], [-0.244, 0.867, 0.532], [-0.271, -1.447, -0.213], [1.042, 1.517, -2.965], [1.476, 0.343, 0.716], [1.004, 1.076, -2.108], [1.347, 1.181, -0.550], [2.719, -1.401, -1.775], [1.760, -1.326, -1.859], [-0.375, -0.738, -1.583], [1.568, -0.347, -2.054], [1.584, 1.266, 0.391], [-0.401, -0.258, 2.293], [1.200, -1.711, 1.624], [0.501, -1.077, 1.427], [-1.562, -0.190, 3.433], [-2.362, 1.043, 1.232], [-1.199, 0.259, 2.668]], "atomic_forces_ev_per_a": [[2.2703, -0.0704, 1.5054], [-5.3571, -2.8452, -2.7404], [2.1661, 3.0222, -0.7533], [-0.4533, 0.0843, -0.5041], [0.9527, 0.6385, -0.0845], [1.6398, 0.7972, 0.4707], [0.0411, -0.8637, 1.9551], [-0.1245, 0.1011, 0.1975], [0.2201, -0.1035, 0.3178], [-0.8416, 0.0757, 0.1858], [0.5118, 0.5377, -1.0041], [-0.2813, 0.0218, -0.0361], [0.2257, 0.2886, -0.0623], [-0.3508, -0.3519, -0.2230], [0.2821, -0.8152, 0.0331], [-0.8699, -0.4721, 0.8284], [-0.7552, -0.2600, 0.6872], [-0.0106, 0.1394, 0.3414], [0.5488, -0.5447, -1.0968], [0.3027, -0.1215, 0.0090], [-0.0806, 0.2896, -0.2732], [-0.0365, 0.4521, 0.2465]], "nbo_charge": [-0.537, -0.115, -0.684, 0.404, 0.329, 0.375, 0.459, 0.473, 0.503, -1.019, 0.502, 0.468, -1.020, 0.409, 0.492, -0.831, 0.511, 0.469, -1.059, 0.477, 0.429, -1.036], "gap_ev": 4.713, "charge": 0}

{"formula": "C41H57CsN6O2Si", "method": "ωB97M-V with the def2-TZVPD basis set", "symbols": ["Cs", "C", "C", "N", "C", "C", "C", "C", "C", "C", "C", "N", "C", "C", "N", "N", "H", "H", "H", "H", "H", "H", "H", "H", "H", "H", "H", "H", "H", "H", "H", "H", "H", "H", "C", "Si", "C", "N", "C", "C", "C", "C", "C", "C", "C", "C", "C", "C", "C", "C", "C", "C", "C", "C", "C", "H", "H", "H", "H", "H", "H", "H", "H", "H", "H", "H", "H", "H", "H", "H", "H", "H", "H", "H", "H", "H", "H", "H", "H", "C", "C", "O", "C", "C", "C", "C", "C", "C", "H", "H", "H", "H", "H", "H", "H", "H", "C", "N", "C", "C", "O", "H", "H", "H", "H", "H", "H", "H"], "coordinates": [[0.333, -0.451, -1.009], [-4.151, -0.919, -1.642], [-4.142, -0.226, -3.022], [-3.409, 1.070, -3.157], [-2.982, 1.290, -4.552], [-1.736, 0.603, -4.988], [-0.978, 1.141, -5.999], [0.210, 0.520, -6.377], [0.554, -0.698, -5.813], [-0.368, -1.249, -4.842], [-0.050, -2.605, -4.303], [-0.612, -2.841, -3.001], [-2.008, -3.181, -3.059], [-2.731, -2.968, -1.689], [-2.885, -1.548, -1.252], [-1.435, -0.562, -4.399], [-4.956, -1.682, -1.746], [-4.557, -0.301, -0.820], [-5.199, -0.158, -3.303], [-3.611, -0.924, -3.690], [-4.015, 1.807, -2.766], [-2.768, 2.337, -4.785], [-3.761, 0.935, -5.229], [-1.392, 2.014, -6.517], [0.850, 0.924, -7.137], [1.481, -1.181, -6.048], [1.068, -2.643, -4.332], [-0.373, -3.361, -5.077], [-0.087, -3.519, -2.444], [-2.180, -4.200, -3.420], [-2.541, -2.564, -3.817], [-2.302, -3.610, -0.877], [-3.764, -3.329, -1.889], [-2.649, -1.424, -0.262], [-1.408, 1.668, 0.960], [-1.645, 1.543, 2.739], [-0.079, 0.614, 3.430], [0.173, -0.734, 2.881], [1.586, -1.101, 2.717], [2.312, -1.269, 4.044], [1.384, -1.870, 5.150], [0.088, -2.534, 4.713], [-0.645, -1.783, 3.567], [-3.368, 0.796, 3.152], [-4.346, 0.505, 2.186], [-5.542, -0.116, 2.436], [-5.907, -0.316, 3.772], [-4.952, -0.073, 4.747], [-3.726, 0.509, 4.443], [-1.581, 3.244, 3.667], [-0.371, 3.803, 3.946], [-0.258, 4.980, 4.686], [-1.392, 5.601, 5.215], [-2.660, 5.058, 4.883], [-2.740, 3.914, 4.132], [-0.611, 2.355, 0.623], [-2.218, 1.553, 0.245], [-0.243, 0.636, 4.532], [0.769, 1.234, 3.284], [2.079, -0.312, 2.106], [1.609, -2.045, 2.152], [2.747, -0.302, 4.381], [3.193, -1.920, 3.900], [1.143, -1.087, 5.890], [1.918, -2.570, 5.811], [-0.613, -2.575, 5.554], [0.265, -3.570, 4.397], [-1.546, -1.279, 3.929], [-0.922, -2.561, 2.817], [-4.177, 0.890, 1.141], [-6.119, -0.419, 1.569], [-6.865, -0.712, 4.017], [-5.144, -0.369, 5.820], [-3.051, 0.761, 5.287], [0.568, 3.379, 3.546], [0.754, 5.382, 4.889], [-1.293, 6.456, 5.849], [-3.603, 5.508, 5.212], [-3.707, 3.537, 3.830], [4.341, 3.027, 0.060], [3.984, 2.405, -1.266], [3.032, 1.662, -1.511], [4.947, 2.791, -2.353], [5.776, 3.928, -2.356], [6.582, 4.244, -3.441], [6.550, 3.477, -4.596], [5.848, 2.277, -4.563], [4.987, 1.982, -3.543], [3.586, 2.712, 0.785], [4.343, 4.124, -0.064], [5.305, 2.738, 0.391], [5.658, 4.617, -1.515], [7.329, 5.049, -3.364], [6.981, 3.888, -5.530], [5.918, 1.576, -5.410], [4.301, 1.133, -3.661], [2.292, -4.745, 0.727], [3.166, -4.129, -0.268], [4.388, -4.839, -0.542], [2.660, -3.219, -1.111], [1.503, -2.808, -1.082], [2.034, -5.739, 0.370], [1.380, -4.232, 0.864], [2.845, -4.959, 1.673], [4.630, -4.693, -1.602], [4.283, -5.872, -0.296], [5.213, -4.411, 0.036], [3.430, -2.890, -1.816]], "atomic_forces_ev_per_a": [[-0.8915, 1.4939, 0.1805], [-0.2376, -0.1710, 0.2331], [0.9431, -0.0148, 0.2516], [-0.4149, -0.7033, 0.2648], [-0.7400, 0.6002, 0.5912], [0.4566, -1.0389, 0.7250], [-0.0110, 0.4106, -0.7185], [-0.2383, -0.6004, 0.0716], [-2.0017, 0.2067, 1.4085], [0.7742, 1.8549, -1.0269], [0.7797, -0.6493, -0.6145], [0.3406, -0.0840, 0.1309], [-1.2316, 0.5747, 0.4927], [-0.7880, 0.2590, -0.3784], [0.4529, -0.7213, 0.0575], [1.0647, -0.7827, -0.6807], [0.4027, 0.0010, -0.0084], [0.5857, 0.2105, -0.3966], [-0.0143, 0.2020, -0.3581], [-0.5632, 0.3065, 0.1647], [0.7355, -0.2449, -0.6717], [-0.6165, 0.1016, 0.4349], [-0.3062, 0.1591, -0.3660], [0.5799, -0.1394, 0.2273], [0.1285, 0.3813, -0.2361], [0.2249, -0.3138, -0.1461], [-0.7804, -0.2957, 0.5108], [0.1157, 0.3947, 0.5143], [-0.1748, 0.3566, -0.4132], [0.0208, -0.4038, 0.2511], [0.6618, -0.2004, 0.6629], [-0.1267, 0.6401, -0.6316], [0.4108, -0.2634, 0.3191], [-0.4296, 0.0099, -0.5977], [0.0659, -0.2010, 0.2753], [0.2654, 0.7191, -2.0204], [-1.6445, -0.6935, 1.1235], [-0.4755, -0.2135, 0.3068], [-0.8046, 0.4709, 0.0046], [0.5797, -0.3386, 0.7051], [0.4841, 0.6033, 1.1356], [-0.4764, 0.1935, -0.4223], [0.9378, 0.1289, -0.9423], [0.2712, 0.2862, -0.5403], [1.2394, 0.9699, -1.8991], [-0.1412, 0.3022, 0.5009], [0.8577, -0.5180, -0.5187], [-0.5916, -0.1959, 1.6554], [0.3560, -0.2639, 1.4483], [-1.3129, -1.2946, 0.1750], [1.5452, 0.7066, -0.0454], [0.2500, 0.5599, 0.6153], [-0.2847, -1.0952, -0.8609], [0.3587, 0.6893, 0.5129], [0.6270, -0.5163, -0.6569], [-0.3066, -0.1901, 0.0284], [-0.0834, 0.2111, -0.0680], [0.4770, -0.4195, -0.0469], [0.8186, 0.6927, -0.4476], [-0.2678, -0.4958, 0.2234], [0.0315, 0.1340, 0.0205], [-0.5063, -0.5057, -0.0997], [-0.2784, 0.1084, 0.0011], [-0.1054, 0.0915, -0.5775], [0.1830, -0.0370, -0.4941], [0.3014, -0.1853, 0.0495], [0.0738, 0.1227, 0.0518], [0.0875, -0.2456, -0.1679], [-0.1307, 0.6183, 0.2826], [0.1720, -0.7951, 1.0023], [-0.5005, 0.1993, 0.3151], [-0.5047, -0.3918, 0.2330], [-0.0140, 0.5783, -1.2863], [-0.3377, -0.3311, -0.6001], [-0.5938, 0.0653, 0.2949], [-0.7541, -0.1632, -0.0790], [-0.0428, 0.4615, 0.2108], [0.4979, 0.0765, 0.0387], [-0.1454, -0.1453, 0.1714], [-2.0098, 0.1255, -0.0536], [-0.0556, -0.1494, -0.9004], [1.2903, 0.9248, 0.8175], [0.0645, -0.5079, -2.4537], [-0.8799, -0.4634, 0.9086], [0.6257, 0.3998, -0.0457], [0.2467, 0.3601, -0.0630], [-0.1317, -0.2106, -1.5098], [-0.4251, 0.0507, 1.7290], [0.1364, 0.2840, 0.0808], [-0.1575, -0.4740, 0.2406], [1.0052, -0.3658, 0.1799], [0.6146, -0.2040, -0.2655], [-0.8510, -0.0005, -0.1293], [0.2022, -0.7286, 0.7778], [-0.2191, 0.5692, 0.2957], [0.4394, 0.2653, 0.3965], [1.4365, -1.4201, 0.2469], [-1.1515, -0.2188, 0.6971], [0.8585, 1.5151, -0.4997], [-0.1275, -0.4810, 0.4211], [1.2282, -0.8749, -0.0921], [-0.1933, -0.2671, -0.2010], [-0.6643, 0.9202, 0.2803], [-0.4162, 0.7018, -0.5497], [0.0885, -0.3617, 0.2152], [-0.1055, -0.7422, -0.0297], [-0.0015, -0.2323, 0.0625], [-0.1364, 0.2964, -0.4132]], "lowdin_charge": [0.954, -0.215, -0.210, -0.032, -0.179, -0.271, -0.034, -0.062, -0.014, -0.241, -0.201, -0.115, -0.234, -0.182, -0.078, 0.166, 0.106, 0.102, 0.109, 0.081, 0.119, 0.119, 0.122, 0.120, 0.101, 0.097, 0.125, 0.138, 0.093, 0.110, 0.101, 0.122, 0.102, 0.085, -0.346, 0.554, -0.249, -0.208, -0.224, -0.176, -0.198, -0.184, -0.163, -0.254, -0.114, -0.101, -0.099, -0.107, -0.144, -0.233, -0.138, -0.107, -0.097, -0.103, -0.105, -0.071, -0.103, 0.083, 0.050, 0.114, 0.099, 0.108, 0.097, 0.102, 0.099, 0.105, 0.097, 0.094, 0.110, 0.095, 0.095, 0.085, 0.114, 0.116, 0.097, 0.100, 0.080, 0.098, 0.096, -0.001, -0.376, 0.020, -0.136, -0.037, -0.087, -0.083, -0.100, -0.021, 0.091, 0.093, 0.081, 0.106, 0.113, 0.118, 0.112, 0.117, -0.027, -0.179, -0.046, -0.317, -0.295, 0.092, 0.064, 0.112, 0.094, 0.082, 0.097, 0.146], "gap_ev": 4.157, "charge": 0}

Largest force on an atom list, top to bottom, in eV/Å: 1.6, 6.7, 2.5
Relative energy (zero: lowest compared OMol25 entry of this formula, charge and spin) list, top to bottom, in kJ/mol: 535.5, 798.8, 5.2